The following is a quantum chemistry calculation of a 9-piece molecular cluster, C36H99N9O9 overall at a distorted geometry, from the Open Molecules 2025 dataset.

Summary:
orbital gap: 8.808 eV
net charge: 0
E_tot: -2600.7677 hartree
relative energy (zero: lowest compared OMol25 entry of this formula, charge and spin): 41.88 kcal per mole
SMILES: COC[C@H](C)N.COC[C@H](C)N.COC[C@H](C)N.COC[C@H](C)N.COC[C@H](C)N.COC[C@H](C)N.COC[C@H](C)N.COC[C@H](C)N.COC[C@H](C)N

Structure (XYZ):
```
153
C36H99N9O9 | the Open Molecules 2025 dataset | ωB97M-V/def2-TZVPD
C -23.31 16.46 17.28
O -24.48 16.76 16.51
C -25.22 17.82 17.11
C -26.28 18.28 16.15
C -27.14 19.45 16.63
N -27.23 17.26 15.63
H -22.65 17.32 17.15
H -22.87 15.59 16.81
H -23.51 16.29 18.34
H -25.64 17.46 18.06
H -24.51 18.65 17.23
H -25.71 18.62 15.27
H -27.80 19.73 15.82
H -26.56 20.34 16.88
H -27.70 19.12 17.51
H -26.71 16.62 15.04
H -27.46 16.71 16.46
C -20.34 24.21 14.69
O -21.21 23.10 14.75
C -21.00 22.10 13.79
C -22.02 20.97 13.92
C -22.10 20.28 15.27
N -21.71 19.96 12.86
H -20.81 24.93 15.36
H -20.26 24.69 13.72
H -19.35 23.96 15.08
H -21.20 22.55 12.80
H -19.98 21.71 13.68
H -23.01 21.38 13.70
H -21.18 20.09 15.82
H -22.79 19.43 15.34
H -22.62 21.01 15.92
H -21.10 19.27 13.28
H -22.59 19.46 12.77
C -18.55 27.47 13.49
O -19.65 27.01 14.26
C -20.79 27.82 14.20
C -21.03 28.66 15.48
C -21.10 27.72 16.70
N -22.28 29.42 15.37
H -17.66 27.21 14.06
H -18.58 28.55 13.38
H -18.50 27.07 12.48
H -20.82 28.37 13.26
H -21.69 27.18 14.21
H -20.24 29.39 15.63
H -20.27 27.01 16.67
H -22.04 27.18 16.79
H -21.05 28.33 17.60
H -23.13 28.86 15.32
H -22.39 29.81 16.31
C -24.44 21.19 18.88
O -23.17 21.70 18.55
C -22.20 21.42 19.55
C -20.92 22.23 19.28
C -20.28 21.95 17.93
N -20.00 22.09 20.41
H -24.42 20.12 19.12
H -25.03 21.35 17.98
H -24.95 21.70 19.71
H -22.58 21.79 20.51
H -21.86 20.38 19.64
H -21.25 23.27 19.31
H -20.87 22.43 17.14
H -20.33 20.88 17.71
H -19.30 22.39 17.76
H -19.85 21.09 20.61
H -19.06 22.29 20.08
C -29.75 21.45 12.15
O -29.48 22.51 11.26
C -30.08 22.36 9.99
C -30.81 23.63 9.54
C -31.82 24.12 10.58
N -31.43 23.43 8.24
H -30.81 21.26 12.30
H -29.34 21.71 13.13
H -29.23 20.55 11.81
H -29.37 22.06 9.22
H -30.86 21.59 10.07
H -30.05 24.41 9.45
H -31.32 24.21 11.54
H -32.58 23.35 10.68
H -32.21 25.11 10.34
H -32.20 24.07 8.11
H -31.84 22.49 8.25
C -32.20 23.63 15.10
O -31.03 23.81 15.89
C -30.16 24.74 15.25
C -28.80 24.75 15.97
C -28.88 25.06 17.46
N -27.96 25.74 15.27
H -31.87 23.21 14.14
H -32.75 24.56 14.93
H -32.86 22.93 15.62
H -30.03 24.47 14.20
H -30.60 25.73 15.38
H -28.32 23.76 15.89
H -29.35 26.04 17.60
H -27.91 25.03 17.94
H -29.53 24.33 17.95
H -27.00 25.54 15.53
H -28.11 25.55 14.27
C -26.10 24.51 20.93
O -26.77 23.55 21.69
C -26.81 23.82 23.07
C -27.80 22.88 23.75
C -29.26 23.10 23.36
N -27.69 23.14 25.21
H -26.01 24.20 19.89
H -25.03 24.50 21.17
H -26.41 25.56 20.96
H -25.83 23.66 23.55
H -27.09 24.86 23.28
H -27.52 21.84 23.60
H -29.32 23.24 22.28
H -29.70 23.98 23.84
H -29.93 22.28 23.64
H -28.42 22.60 25.67
H -26.82 22.69 25.49
C -23.65 24.43 11.95
O -25.04 24.40 11.99
C -25.68 25.66 11.84
C -27.11 25.41 11.42
C -27.97 26.61 11.11
N -27.80 24.61 12.45
H -23.30 24.97 11.05
H -23.25 23.41 11.93
H -23.19 25.01 12.76
H -25.55 26.30 12.73
H -25.22 26.09 10.94
H -27.07 24.83 10.50
H -28.84 26.25 10.54
H -27.49 27.28 10.38
H -28.33 27.15 11.98
H -28.57 24.11 12.01
H -27.18 23.97 12.94
C -26.02 22.20 14.35
O -25.87 23.27 15.27
C -24.54 23.34 15.71
C -24.28 24.51 16.66
C -24.26 25.84 15.87
N -22.99 24.36 17.34
H -27.10 22.04 14.25
H -25.59 21.25 14.67
H -25.54 22.48 13.41
H -24.16 22.42 16.17
H -23.85 23.39 14.85
H -25.04 24.58 17.44
H -23.37 25.85 15.24
H -24.31 26.68 16.56
H -25.17 25.93 15.26
H -22.32 24.30 16.57
H -22.92 23.46 17.82
```